No. 1
Formula: C3H3NO
Source: the OMol25 dataset
Level of theory: wB97M-V/def2-TZVPD

Geometry (Å):
H (-1.449, -0.589, 0.882)
N (1.102, 1.244, 0.170)
O (2.811, -0.962, -0.129)
C (0.240, 0.255, 0.041)
C (-1.167, -0.049, -0.026)
C (1.588, -0.042, 0.035)
H (-1.758, 0.861, -0.110)
H (-1.367, -0.718, -0.864)

Output
* relative energy (zero: lowest compared OMol25 entry of this formula, charge and spin): 371.6 kJ/mol
* spin multiplicity: 1
* maximum force: 9.6 eV/Å
* HOMO: -0.35211 Ha
* E_tot: -6692.641 eV
* lowest unoccupied orbital energy: -0.00274 Eh

***

No. 2
Formula: C20H28F3N3O6S2
Source: the OMol25 dataset
Level of theory: wB97M-V/def2-TZVPD

Geometry (Å):
O (-0.559, -3.563, 4.259)
H (0.528, 5.119, 3.685)
C (-0.718, 0.233, -0.352)
H (-1.731, -0.310, -0.033)
H (-0.091, 6.170, 2.174)
H (2.167, -3.367, -1.357)
F (5.567, 5.417, -1.469)
C (2.396, 4.783, -1.165)
C (1.144, -0.523, 3.859)
H (-0.293, -6.365, -3.366)
H (-2.150, 3.383, -1.402)
C (2.079, 1.442, -1.210)
N (3.366, -0.915, -1.247)
F (2.616, 5.052, -3.932)
O (-2.843, -3.726, -2.582)
C (-0.134, -2.326, 4.623)
H (1.074, -2.641, -2.422)
S (4.508, 0.334, -1.717)
H (-1.312, 5.556, 3.480)
C (-0.339, 5.274, 2.884)
H (-0.636, -2.751, -0.373)
H (-5.485, -4.028, -2.223)
N (1.143, -3.189, -1.536)
F (5.410, 3.722, -3.417)
C (-0.475, 3.817, 2.079)
C (0.836, 2.500, -1.050)
H (-0.827, -5.392, -1.982)
S (-2.073, 3.844, 1.105)
O (-0.390, -1.760, 5.674)
H (0.331, 0.198, 3.986)
O (-2.250, -5.766, -3.455)
H (-0.549, 2.985, 2.899)
O (-4.355, -5.150, -3.564)
H (1.801, -0.527, 4.735)
H (-5.176, -3.254, -3.821)
H (-0.518, -4.618, -3.580)
H (0.501, 3.703, 1.444)
H (2.232, 5.922, -0.854)
C (-3.121, -4.774, -3.143)
C (-0.901, -5.507, -3.068)
C (0.905, 4.120, -1.323)
H (-2.289, -3.639, 5.414)
C (-5.381, -4.195, -3.300)
H (0.499, 4.427, -2.403)
C (-2.012, 2.749, -0.411)
H (-1.656, -5.192, 4.837)
H (0.156, 4.639, -0.553)
C (-0.632, 1.885, -0.597)
H (3.049, 4.309, -0.295)
H (-6.324, -4.599, -3.678)
C (0.513, -2.429, -0.357)
O (0.625, -1.829, 3.614)
C (2.067, -0.183, -0.989)
C (-1.374, -4.212, 5.232)
H (-0.819, -4.363, 6.163)
C (0.580, -0.783, -0.546)
H (1.735, -0.225, 2.988)
H (-2.904, 1.960, -0.329)
C (4.745, 4.696, -2.479)
N (3.501, 1.761, -1.615)
C (3.246, 4.859, -2.601)
H (0.995, -2.756, 0.659)

Output
* spin multiplicity: 1
* maximum force: 6.0 eV/Å
* HOMO: -0.30582 Ha
* E_tot: -67755.850 eV
* lowest unoccupied orbital energy: -0.05878 Eh

***

No. 3
Formula: C3H7N5
Source: the OMol25 dataset
Level of theory: wB97M-V/def2-TZVPD

Geometry (Å):
N (-1.942, 1.356, 0.260)
H (-3.033, -0.828, -0.460)
N (2.485, -0.248, 0.070)
N (-2.008, -1.523, 0.000)
H (0.556, -1.623, -0.892)
C (1.111, 0.015, 0.122)
H (-1.835, 2.334, 0.196)
H (-1.879, -1.304, 1.236)
N (-0.929, -0.592, -0.400)
C (-0.892, 0.801, -0.148)
H (3.139, 0.579, -0.297)
H (2.985, -0.862, 0.920)
N (0.394, -1.149, -0.010)
C (0.560, 1.126, -0.377)
H (1.288, 1.918, -0.220)

Output
* relative energy (zero: lowest compared OMol25 entry of this formula, charge and spin): 573.6 kJ/mol
* spin multiplicity: 1
* maximum force: 5.9 eV/Å
* HOMO: -0.31047 Ha
* E_tot: -10669.056 eV
* lowest unoccupied orbital energy: 0.02372 Eh

***

> Which value of HOMO does entry 2 give?

-0.30582 Ha